Entry 1:
The following is a quantum chemistry calculation of 2 unconnected molecules or ions with the total composition C3HBr in a non-equilibrium geometry, from the OMol25 dataset.

As for the spin multiplicity: 3. The HOMO-LUMO gap (alpha / beta) is 0.237 / 0.345 hartree. The value obtained for the lowest unoccupied orbital energy (alpha / beta) is -1.845 / -1.408 eV. The expectation value of S² is 2.02. Its net charge is 0. Its relative energy (zero: lowest compared OMol25 entry of this formula, charge and spin) is 0.0 kcal per mole.

Structure (XYZ):
```
5
C3HBr | the OMol25 dataset | ωB97M-V/def2-TZVPD
C -0.037 2.332 -0.066
C 0.265 1.073 0.025
C 0.593 -0.142 0.071
Br 1.297 -1.759 -0.002
H -2.118 -1.503 -0.028
```

Entry 2:
The following is a quantum chemistry calculation of a molecular structure, C34H31N5O15SSn in a non-equilibrium geometry, from the OMol25 dataset.

As for the spin multiplicity: 1. The HOMO-LUMO gap is 0.217 hartree. The value obtained for the lowest unoccupied orbital energy is -2.977 eV. Its net charge is 0. Its relative energy (zero: lowest compared OMol25 entry of this formula, charge and spin) is 0.0 kcal per mole.

Structure (XYZ):
```
87
C34H31N5O15SSn | the OMol25 dataset | ωB97M-V/def2-TZVPD
Sn -1.190 0.426 -0.579
O -4.370 1.751 1.720
C -3.351 0.930 1.520
O -3.117 0.398 0.439
C -2.525 0.726 2.766
O -1.422 0.000 2.353
C -0.156 0.308 2.820
C 0.324 1.696 2.183
O 0.981 2.395 2.951
O -0.092 1.912 1.005
H -4.891 1.819 0.905
H -3.119 0.156 3.482
H -2.278 1.689 3.220
H 0.499 -0.469 2.426
H -0.072 0.383 3.898
O -1.548 6.931 -2.339
C -1.201 5.632 -2.551
O -0.609 5.315 -3.532
C -1.561 4.688 -1.461
C -1.612 4.938 -0.108
N -1.871 3.771 0.500
N -1.979 2.758 -0.391
C -1.784 3.305 -1.570
C -1.839 2.411 -2.765
O -2.524 2.704 -3.701
O -1.095 1.312 -2.585
H -2.082 7.031 -1.547
H -1.471 5.849 0.458
H -1.897 3.585 1.484
O -2.208 -1.684 -1.374
C -1.744 -2.362 -0.421
N -1.758 -3.700 -0.304
C -0.972 -4.139 0.871
C -0.628 -2.734 1.490
O -0.016 -2.597 2.526
N -1.167 -1.789 0.642
C 0.280 -4.874 0.415
C 1.534 -4.273 0.391
C 2.629 -4.965 -0.117
C 2.476 -6.249 -0.620
C 1.220 -6.850 -0.609
C 0.129 -6.167 -0.092
C -1.801 -4.866 1.930
C -3.178 -4.681 2.004
C -3.914 -5.278 3.024
C -3.277 -6.053 3.982
C -1.905 -6.248 3.904
C -1.168 -5.649 2.888
H -1.962 -4.305 -1.081
H 1.667 -3.266 0.771
H 3.604 -4.489 -0.119
H 3.330 -6.782 -1.020
H 1.090 -7.851 -1.004
H -0.851 -6.638 -0.079
H -3.674 -4.056 1.268
H -4.988 -5.126 3.071
H -3.844 -6.489 4.796
H -1.402 -6.861 4.643
H -0.092 -5.778 2.847
C 1.820 5.667 1.290
C 2.298 4.844 0.114
C 2.096 5.270 -1.190
C 2.564 4.525 -2.271
C 3.264 3.352 -2.024
C 3.469 2.892 -0.721
C 2.974 3.636 0.337
S 4.039 2.526 -3.381
O 5.440 2.432 -3.088
O 3.583 3.148 -4.593
N 3.488 1.027 -3.366
C 2.068 0.757 -3.694
C 1.623 -0.578 -3.074
C 1.799 -0.543 -1.562
O 2.927 -0.536 -1.096
O 0.686 -0.528 -0.781
H 1.141 6.462 0.973
H 2.668 6.130 1.799
H 1.317 5.029 2.019
H 1.594 6.217 -1.375
H 2.407 4.848 -3.294
H 4.019 1.972 -0.543
H 3.123 3.293 1.359
H 3.834 0.483 -2.583
H 1.960 0.713 -4.774
H 1.405 1.566 -3.374
H 2.261 -1.385 -3.436
H 0.575 -0.766 -3.297
```

Entry 3:
The following is a quantum chemistry calculation of C5H10O in the gas phase, from the OMol25 dataset.

As for the spin multiplicity: 1. The HOMO-LUMO gap is 0.393 hartree. The value obtained for the lowest unoccupied orbital energy is 1.167 eV. The SMILES is C=CCOCC. Its net charge is 0. Its relative energy (zero: lowest compared OMol25 entry of this formula, charge and spin) is 34.9 kcal per mole.

Structure (XYZ):
```
16
C5H10O | the OMol25 dataset | ωB97M-V/def2-TZVPD
C 2.512 0.185 -0.339
C 1.264 -0.177 0.439
O 0.249 0.706 -0.015
C -1.667 -0.498 0.633
C -2.591 0.163 1.318
C -0.938 0.123 -0.516
H 3.365 -0.458 -0.105
H 2.778 1.225 -0.127
H 2.276 0.105 -1.404
H 0.993 -1.232 0.286
H 1.416 -0.048 1.521
H -1.277 -1.452 0.984
H -3.006 -0.232 2.236
H -2.936 1.139 0.982
H -0.741 -0.599 -1.327
H -1.520 0.946 -0.949
```

Entry 4:
The following is a quantum chemistry calculation of 2 unconnected molecules or ions with the total composition C9H17ClNO4P in a non-equilibrium geometry, from the OMol25 dataset.

As for the spin multiplicity: 1. The HOMO-LUMO gap is 0.163 hartree. The value obtained for the lowest unoccupied orbital energy is -1.367 eV. Its net charge is 0.

Structure (XYZ):
```
33
C9H17ClNO4P | the OMol25 dataset | ωB97M-V/def2-TZVPD
O -3.513 -0.420 1.519
P -2.305 0.480 0.825
Cl -0.724 0.199 2.095
C -1.939 -0.457 -0.771
C -2.237 0.247 -2.145
C -1.086 -0.234 -3.132
C -0.697 -1.562 -2.442
N -0.637 -1.177 -0.993
C 0.710 -0.653 -0.609
C 0.763 0.934 -0.646
C 2.102 1.508 -1.352
O 1.687 1.506 0.170
H -4.367 -0.175 1.129
H -2.698 -1.261 -0.793
H -2.341 1.340 -2.088
H -3.166 -0.126 -2.592
H -0.285 0.513 -3.145
H -1.530 -0.459 -4.106
H -1.458 -2.362 -2.439
H 0.183 -2.098 -2.820
H -0.754 -2.041 -0.454
H 1.416 -0.910 -1.402
H 1.111 -0.963 0.361
H -0.171 1.494 -0.836
H 2.722 2.390 -1.104
H 1.392 2.163 -1.984
C 1.962 0.471 4.018
C 3.345 0.081 4.582
O 3.577 0.449 5.750
O 4.068 -0.563 3.786
H 1.371 1.028 4.748
H 2.088 1.093 3.125
H 1.412 -0.436 3.744
```

Entry 5:
The following is a quantum chemistry calculation of C3H5FN2S in the gas phase in a non-equilibrium geometry, from the OMol25 dataset.

As for the spin multiplicity: 1. The HOMO-LUMO gap is 0.331 hartree. The value obtained for the lowest unoccupied orbital energy is 0.304 eV. The SMILES is NN1C[C@@H](F)C1=S. Its net charge is 0. Its relative energy (zero: lowest compared OMol25 entry of this formula, charge and spin) is 36.4 kcal per mole.

Structure (XYZ):
```
12
C3H5FN2S | the OMol25 dataset | ωB97M-V/def2-TZVPD
C -1.231 1.208 0.184
C -1.217 -0.316 0.385
C 0.268 -0.266 0.056
H 1.329 2.060 -1.222
H 2.063 1.869 0.229
H -1.570 1.749 1.056
H -1.621 1.472 -0.793
H -1.438 -0.592 1.438
N 1.160 2.073 -0.191
N 0.215 1.107 0.093
F -1.990 -1.053 -0.471
S 1.413 -1.443 0.029
```

Entry 6:
The following is a quantum chemistry calculation of a molecular structure, C4H6N2 in a non-equilibrium geometry, from the OMol25 dataset.

As for the spin multiplicity: 1. The HOMO-LUMO gap is 0.372 hartree. The value obtained for the lowest unoccupied orbital energy is 1.147 eV. Its net charge is 0. Its relative energy (zero: lowest compared OMol25 entry of this formula, charge and spin) is 139.3 kcal per mole.

Structure (XYZ):
```
12
C4H6N2 | the OMol25 dataset | ωB97M-V/def2-TZVPD
N -0.687 -1.475 -0.374
C 0.013 -0.411 -1.011
C -1.028 0.150 -0.165
C 0.070 0.844 0.718
N 1.072 -0.078 1.203
C 1.132 0.326 -0.179
H -1.224 -1.109 0.505
H -0.044 -0.370 -2.096
H -1.969 0.549 -0.514
H -0.066 1.804 1.207
H 0.707 -1.029 1.282
H 2.024 0.800 -0.576
```

Entry 7:
The following is a quantum chemistry calculation of 2 unconnected molecules or ions with the total composition C5H13NO in a non-equilibrium geometry, from the OMol25 dataset.

As for the spin multiplicity: 1. The HOMO-LUMO gap is 0.350 hartree. The value obtained for the lowest unoccupied orbital energy is 0.929 eV. The SMILES is CN1CCCC1.O. Its net charge is 0. Its relative energy (zero: lowest compared OMol25 entry of this formula, charge and spin) is 23.8 kcal per mole.

Structure (XYZ):
```
20
C5H13NO | the OMol25 dataset | ωB97M-V/def2-TZVPD
C -0.725 0.329 1.534
N 0.099 -0.447 0.622
C 1.551 -0.180 0.795
C 2.126 -0.121 -0.630
C 1.033 -0.747 -1.470
C -0.207 -0.216 -0.797
H -0.324 0.180 2.533
H -1.743 -0.068 1.570
H -0.731 1.403 1.306
H 1.695 0.763 1.342
H 1.990 -0.989 1.390
H 3.099 -0.583 -0.766
H 2.159 0.928 -0.916
H 1.012 -1.842 -1.437
H 1.117 -0.538 -2.541
H -0.336 0.868 -0.993
H -1.116 -0.751 -1.069
H -2.780 0.756 -0.099
H -4.220 0.231 -0.125
O -3.698 1.026 -0.250
```

Entry 8:
The following is a quantum chemistry calculation of C3H5ClO2 in the gas phase in a non-equilibrium geometry, from the OMol25 dataset.

As for the spin multiplicity: 1. The HOMO-LUMO gap is 0.382 hartree. The value obtained for the lowest unoccupied orbital energy is 0.658 eV. The SMILES is C[C@@H](O)C(=O)Cl. Its net charge is 0. Its relative energy (zero: lowest compared OMol25 entry of this formula, charge and spin) is 32.2 kcal per mole.

Structure (XYZ):
```
11
C3H5ClO2 | the OMol25 dataset | ωB97M-V/def2-TZVPD
C 1.303 0.466 -0.713
C -0.440 -0.496 1.009
C -0.220 -0.434 -0.490
O 2.150 0.167 -1.466
O -1.122 0.409 -1.201
Cl 1.366 2.011 0.142
H -1.415 -1.095 1.163
H -0.739 0.489 1.449
H 0.401 -1.047 1.501
H 0.117 -1.423 -0.918
H -1.402 0.952 -0.476
```

Entry 9:
The following is a quantum chemistry calculation of a molecular structure, C12H28CuIN5O7 in a non-equilibrium geometry, from the OMol25 dataset.

As for the spin multiplicity: 2. The HOMO-LUMO gap (alpha / beta) is 0.128 / 0.065 hartree. The value obtained for the lowest unoccupied orbital energy (alpha / beta) is -2.492 / -4.198 eV. The expectation value of S² is 0.75. Its net charge is 0.

Structure (XYZ):
```
54
C12H28CuIN5O7 | the OMol25 dataset | ωB97M-V/def2-TZVPD
Cu 0.163 -0.621 -0.826
N -0.368 3.043 2.495
O 0.264 2.247 1.804
O -0.128 3.294 3.683
O -1.232 3.698 1.965
I 1.097 -3.236 -4.014
C 1.903 3.104 -5.112
C 1.126 3.523 -3.891
O 0.865 2.644 -3.093
N 0.622 4.728 -3.831
C -0.028 5.399 -2.655
H 1.519 2.174 -5.528
H 2.944 2.925 -4.844
H 1.801 3.886 -5.865
H 0.608 5.240 -4.702
H -1.040 5.001 -2.591
H -0.073 6.438 -2.980
H 0.568 5.230 -1.757
C -5.584 -0.058 -0.339
C -4.660 0.078 -1.565
O -3.410 0.305 -1.490
N -5.250 0.026 -2.771
C -4.433 0.161 -3.993
H -5.344 -0.912 0.294
H -6.649 -0.104 -0.567
H -5.340 0.804 0.282
H -6.233 -0.169 -2.902
H -3.433 0.551 -3.807
H -4.913 0.771 -4.758
H -4.176 -0.781 -4.478
C -0.317 -4.429 3.253
C -1.048 -3.108 3.492
O -1.160 -2.351 2.557
N -1.516 -2.855 4.683
C -2.099 -1.575 5.083
H -0.946 -5.265 2.949
H 0.339 -4.682 4.086
H 0.214 -4.196 2.330
H -1.597 -3.642 5.311
H -1.335 -0.904 5.478
H -2.671 -1.776 5.989
H -2.531 -0.976 4.281
C 4.462 -1.176 3.108
C 4.695 -1.556 1.651
O 3.713 -1.505 0.861
N 5.887 -2.211 1.336
C 6.298 -2.769 -0.031
H 4.080 -2.056 3.626
H 3.617 -0.520 3.315
H 5.348 -0.678 3.502
H 6.513 -2.468 2.086
H 6.649 -1.975 -0.690
H 5.333 -3.033 -0.465
H 6.887 -3.682 0.048
```